Computed, not measured: a 9-piece molecular cluster, C45H85N3O27PS overall in a non-equilibrium geometry, with ωB97M-V/def2-TZVPD.

The geometry in ORCA input format:
```
! RIJCOSX wB97M-V def2-TZVPD def2/J DEFGRID3
* xyz 1 1
C 6.927 6.744 1.021
C 6.484 5.950 1.768
C 5.923 4.924 2.580
N 5.818 3.708 1.763
C 6.342 2.619 2.074
C 6.108 1.544 0.991
N 7.283 0.692 1.123
C 7.089 -0.101 2.356
C 5.866 -0.937 2.573
O 7.908 -0.025 3.193
C 7.513 -0.190 -0.034
C 6.503 -1.173 -0.549
O 8.568 -0.127 -0.542
C 6.078 2.552 -0.208
S 7.753 3.329 -0.332
P 5.681 1.974 -1.902
N 4.505 0.946 -2.031
C 5.122 3.528 0.467
O 4.653 4.588 -0.206
C 3.234 4.742 0.025
C 2.728 6.044 -0.494
H 7.207 7.261 0.167
H 6.654 4.710 3.333
H 4.971 5.203 2.981
H 6.899 2.494 2.970
H 5.123 1.087 1.008
H 6.110 -1.945 2.818
H 5.253 -0.512 3.340
H 5.267 -0.956 1.680
H 5.494 -0.945 -0.287
H 6.640 -1.235 -1.603
H 6.774 -2.140 -0.162
H 8.553 2.253 -0.330
H 6.910 1.540 -2.423
H 5.373 3.158 -2.593
H 4.140 0.721 -1.115
H 4.268 2.904 0.714
H 3.042 4.721 1.084
H 2.689 3.956 -0.450
H 3.209 6.860 0.011
H 2.783 6.092 -1.564
H 1.692 6.088 -0.220
C -3.465 3.977 0.783
C -2.194 4.603 0.257
O -1.278 3.606 -0.240
C -1.563 3.142 -1.453
O -2.475 3.475 -2.149
O -0.659 2.215 -1.774
C -0.903 1.578 -3.043
H -3.240 3.208 1.522
H -4.102 4.733 1.241
H -4.025 3.495 -0.018
H -1.671 5.115 1.062
H -2.402 5.343 -0.515
H -1.025 2.314 -3.832
H -1.784 0.944 -2.978
H -0.035 0.962 -3.262
C 2.282 -6.261 -0.783
C 3.249 -5.102 -0.869
O 2.603 -3.848 -0.576
C 2.410 -3.591 0.708
O 2.737 -4.283 1.633
O 1.775 -2.418 0.800
C 1.430 -2.050 2.134
H 1.411 -6.078 -1.412
H 2.760 -7.185 -1.101
H 1.921 -6.396 0.235
H 3.629 -5.010 -1.884
H 4.106 -5.248 -0.213
H 2.297 -2.089 2.791
H 0.645 -2.703 2.510
H 1.056 -1.031 2.110
C 1.796 -13.275 -0.431
C 2.743 -12.099 -0.510
O 2.074 -10.862 -0.217
C 1.871 -10.618 1.072
O 2.205 -11.317 1.990
O 1.217 -9.462 1.174
C 0.862 -9.108 2.513
H 0.925 -13.107 -1.064
H 2.294 -14.191 -0.750
H 1.433 -13.418 0.585
H 3.127 -11.998 -1.523
H 3.599 -12.231 0.150
H 1.729 -9.136 3.168
H 0.086 -9.774 2.884
H 0.475 -8.095 2.478
C -8.428 -0.253 0.915
C -6.993 -0.718 1.030
O -6.154 0.299 1.602
C -6.225 0.415 2.925
O -6.898 -0.249 3.662
O -5.423 1.414 3.292
C -5.457 1.707 4.692
H -8.480 0.691 0.373
H -9.029 -0.995 0.390
H -8.866 -0.089 1.898
H -6.586 -0.915 0.040
H -6.916 -1.639 1.605
H -5.277 0.813 5.284
H -6.413 2.152 4.959
H -4.665 2.425 4.883
C -3.143 5.507 -4.919
C -4.472 4.855 -4.595
O -5.481 5.210 -5.550
C -5.434 4.540 -6.697
O -4.649 3.676 -6.982
O -6.404 5.000 -7.480
C -6.433 4.417 -8.786
H -3.268 6.586 -5.025
H -2.419 5.308 -4.130
H -2.734 5.136 -5.858
H -4.828 5.216 -3.632
H -4.383 3.773 -4.522
H -6.448 3.332 -8.730
H -5.575 4.753 -9.365
H -7.343 4.762 -9.264
C 1.330 11.358 -1.727
C 0.961 10.057 -1.050
O -0.462 9.939 -0.881
C -1.164 9.586 -1.962
O -0.722 9.366 -3.058
O -2.449 9.579 -1.616
C -3.389 9.370 -2.681
H 0.895 12.201 -1.192
H 2.412 11.479 -1.760
H 0.949 11.389 -2.747
H 1.388 10.028 -0.049
H 1.351 9.198 -1.596
H -3.147 8.479 -3.256
H -3.405 10.249 -3.321
H -4.364 9.247 -2.221
C -8.616 9.020 3.504
C -7.333 9.608 2.959
O -6.453 8.586 2.462
C -6.752 8.116 1.258
O -7.659 8.472 0.558
O -5.868 7.162 0.957
C -6.114 6.512 -0.290
H -8.397 8.253 4.248
H -9.225 9.796 3.965
H -9.197 8.549 2.713
H -6.786 10.109 3.754
H -7.529 10.346 2.183
H -6.215 7.228 -1.102
H -7.008 5.895 -0.221
H -5.260 5.871 -0.491
C 2.496 -16.199 3.589
C 1.298 -16.347 2.676
O 1.570 -17.261 1.604
C 1.492 -18.549 1.922
O 1.203 -18.999 2.998
O 1.800 -19.258 0.839
C 1.827 -20.672 1.053
H 3.382 -15.930 3.013
H 2.313 -15.430 4.338
H 2.713 -17.135 4.101
H 1.075 -15.390 2.209
H 0.412 -16.655 3.228
H 0.901 -21.017 1.506
H 2.676 -20.940 1.679
H 1.941 -21.135 0.079
*
```

As for the HOMO energy: -11.6 eV. For the max |F|, the calculation gives 2.322 eV/Å.

Atom charges from the Löwdin analysis, given in e for atoms 1 to 2: 0.175 -0.116